(A)
{
  "formula": "C2H8N3O2",
  "method": "ωB97M-V with the def2-TZVPD basis set",
  "species": ["C", "C", "N", "N", "N", "O", "O", "H", "H", "H", "H", "H", "H", "H", "H"],
  "xyz": [[0.8096, 0.7794, 0.7419], [1.4533, -1.2880, -0.2348], [0.1138, 0.2640, -2.5901], [0.8084, -0.1891, -0.4322], [-0.0729, 0.0424, -1.3871], [-0.9340, 0.5423, -3.3768], [-1.8079, -0.6988, 1.1710], [0.5180, 1.7642, 0.3868], [0.1645, 0.4514, 1.5422], [1.8369, 0.6819, 1.1236], [1.5255, -1.9579, -1.0987], [1.9187, -1.4865, 0.7284], [-1.6730, -0.3226, 2.0462], [-0.4943, 0.7800, -4.3557], [-2.5454, -1.4434, 1.1682]],
  "charge": 1,
  "orbital_gap_ev": 9.4
}

=====

(B)
{
  "formula": "C2H8N3O2",
  "method": "ωB97M-V with the def2-TZVPD basis set",
  "species": ["C", "C", "N", "N", "N", "O", "O", "H", "H", "H", "H", "H", "H", "H", "H"],
  "xyz": [[-0.7574, 0.8123, 2.3603], [-0.6801, 0.6782, -1.9984], [0.4392, -0.6387, 0.9340], [1.7533, -1.7413, -0.7427], [0.8426, -0.7491, -0.5902], [-0.6681, 0.0875, 1.1473], [0.1062, -0.4693, -1.6824], [-1.6717, 0.6103, 2.9413], [-0.7917, 1.8982, 2.3251], [0.1779, 0.7265, 2.8230], [-0.5033, 1.0298, -3.0091], [-0.1901, 1.5536, -1.4413], [-1.6937, 0.5206, -1.6759], [1.5560, -2.3328, -1.5649], [2.0811, -1.9859, 0.1741]],
  "charge": 1,
  "orbital_gap_ev": [8.8, 8.9]
}

=====

(C)
{
  "formula": "C2H8N3O2",
  "method": "ωB97M-V with the def2-TZVPD basis set",
  "species": ["C", "C", "N", "N", "N", "O", "O", "H", "H", "H", "H", "H", "H", "H", "H"],
  "xyz": [[0.3699, -1.7521, -2.1505], [0.6443, 1.3697, 2.2893], [-0.5448, -1.0502, -1.2806], [-1.4906, 0.9080, 1.5512], [-0.4005, -0.7310, -0.0731], [0.5204, -0.9319, 0.6770], [-0.4865, 0.5175, 2.2429], [0.7365, -1.0661, -2.9171], [1.2063, -2.1372, -1.5694], [-0.1564, -2.5714, -2.6405], [0.6990, 1.7800, 3.3050], [0.5699, 2.1772, 1.5589], [1.5309, 0.7516, 2.1316], [-1.4250, -0.7419, -1.6909], [-2.2652, 0.2518, 1.7130]],
  "charge": 1,
  "orbital_gap_ev": 7.6
}

=====

(D)
{
  "formula": "C2H8N3O2",
  "method": "ωB97M-V with the def2-TZVPD basis set",
  "species": ["C", "C", "N", "N", "N", "O", "O", "H", "H", "H", "H", "H", "H", "H", "H"],
  "xyz": [[0.5477, 1.2883, 0.1258], [-0.4079, -1.1592, 0.3366], [0.6407, 2.5678, 0.5226], [-0.4284, 0.4407, 0.4343], [0.1838, -1.4532, -0.9386], [1.5911, 0.8771, -0.6025], [-1.5959, -1.7286, 0.6452], [0.2648, -1.4153, 1.1098], [-0.0040, 3.1395, 1.1471], [1.4862, 3.1150, 0.3883], [-1.3444, 0.7138, 0.7792], [-0.6613, -1.3410, -1.5434], [1.5082, -0.0733, -0.8209], [0.3386, -2.4902, -0.9515], [-2.1562, -1.6753, -0.2403]],
  "charge": 1,
  "orbital_gap_ev": 12.2
}

=====

Tell me which of them is the most stable. Sure, it is (D).

=====

(A)
{
  "formula": "C12H12",
  "method": "ωB97M-V with the def2-TZVPD basis set",
  "species": ["C", "C", "C", "C", "C", "C", "C", "C", "C", "C", "C", "C", "H", "H", "H", "H", "H", "H", "H", "H", "H", "H", "H", "H"],
  "xyz": [[2.3502, -0.3564, -0.6093], [1.5262, -1.3204, -0.0985], [0.6792, -1.0178, 0.8857], [0.6054, 0.2848, 1.2593], [1.5464, 1.2503, 0.8739], [2.4551, 0.9738, -0.2502], [-0.4555, -0.2022, -1.1613], [-1.0433, -1.2577, -0.5306], [-2.2273, -0.9982, 0.1445], [-2.6895, 0.2580, 0.3578], [-2.0572, 1.3456, -0.2403], [-0.8642, 1.1610, -0.9411], [2.9609, -0.8272, -1.2909], [1.8739, -2.2841, -0.3734], [0.2124, -1.7809, 1.4336], [-0.2382, 0.3780, 1.8515], [1.4622, 2.2039, 1.4378], [2.8509, 1.8696, -0.6718], [0.4928, -0.3293, -1.6684], [-0.4256, -2.1489, -0.4862], [-2.6470, -1.8174, 0.6862], [-3.5406, 0.3627, 1.0162], [-2.4587, 2.2779, -0.0805], [-0.3685, 1.9746, -1.5440]],
  "orbital_gap_ev": 8.9
}

=====

(B)
{
  "formula": "C12H12",
  "method": "ωB97M-V with the def2-TZVPD basis set",
  "species": ["C", "C", "C", "C", "C", "C", "C", "C", "C", "C", "C", "C", "H", "H", "H", "H", "H", "H", "H", "H", "H", "H", "H", "H"],
  "xyz": [[1.4848, -2.1878, -1.8981], [0.3198, -2.7607, -1.3870], [1.7773, -0.9074, -1.6099], [-0.4985, -2.0462, -0.5192], [0.8722, -0.1283, -0.8419], [-0.1715, -0.7415, -0.2093], [-2.7836, 0.3537, 1.1855], [-2.1520, -0.0269, 2.3016], [1.0519, 1.3761, -0.7315], [0.9196, 1.8982, 0.8054], [-0.6217, 1.9514, 1.2885], [-1.3586, 0.6347, 1.2841], [2.0675, -2.8422, -2.5271], [0.0813, -3.6850, -1.7204], [2.5320, -0.4896, -2.1748], [-1.4090, -2.4880, -0.0461], [-3.5372, 0.0837, 0.4588], [-2.1782, -0.5426, 3.2732], [2.0842, 1.4814, -0.8739], [0.4777, 2.0432, -1.3041], [1.3736, 1.1760, 1.4173], [1.2512, 2.9414, 0.8419], [-0.6140, 2.2285, 2.3509], [-0.9687, 2.6778, 0.6359]],
  "orbital_gap_ev": [8.5, 8.5]
}

=====

Tell me which of them is the most stable. Sure, it is (A).